Run A
27
Properties=species:S:1:pos:R:3 method="wB97M-V/def2-TZVPD" orbital_gap_ev=10.014 spin_multiplicity=1 total_charge=+1 smiles=Cc1n[nH]c(C)c1[N+](C)(C)C
H -0.645 -2.765 0.252
H 0.488 -2.513 1.718
H -1.959 -1.368 1.745
H 1.815 -0.418 1.462
H -2.255 0.163 0.556
C -0.112 0.136 -0.358
C 0.147 -0.191 -1.654
H 0.577 0.688 -3.418
N -0.239 -0.675 0.870
H -0.897 3.241 0.675
H 0.627 -0.868 2.784
H 0.689 2.637 1.557
C 0.135 -2.108 0.770
N 0.345 2.105 -1.817
H -0.571 -1.314 -3.406
H 0.723 3.877 0.295
C 0.164 2.962 0.565
H -0.012 -2.317 -1.848
H -1.343 0.431 2.132
C -1.646 -0.348 1.356
H 1.143 -1.315 -2.818
H 1.122 -2.147 0.094
C 0.103 -1.416 -2.484
H 0.505 0.857 2.150
N 0.258 0.946 -2.492
C 0.102 1.941 -0.580
C 0.736 -0.222 1.893



Run B
27
Properties=species:S:1:pos:R:3 method="wB97M-V/def2-TZVPD" orbital_gap_ev="7.340 / 7.308" spin_multiplicity=1 total_charge=+1
C 1.590 -0.758 -0.156
N -0.444 -1.761 0.145
H 1.126 1.668 1.968
H -2.232 0.433 0.291
H -1.500 2.354 -0.426
C -2.175 -0.438 1.190
H -0.289 -3.849 -0.089
C 1.326 1.572 0.928
H -2.043 -2.965 0.478
H -1.964 1.229 -1.543
H -1.457 -3.123 -1.042
C -0.980 -0.966 1.007
H 2.261 2.703 -0.780
H -2.433 -0.081 2.223
N -2.280 1.747 -0.715
H 0.548 2.776 -0.760
N 0.728 -1.793 -0.340
C 3.020 -0.986 -0.694
C 1.299 0.330 0.529
C 1.432 2.792 -0.102
H -3.030 -0.928 0.692
H -3.199 2.345 -0.695
H 3.719 -0.090 -0.370
H 3.041 -1.069 -1.789
C -1.103 -3.025 -0.055
H 1.505 3.804 0.344
H 3.536 -1.922 -0.242



Short version: run A is the most stable of them.



Run A
10
Properties=species:S:1:pos:R:3 method="wB97M-V/def2-TZVPD" orbital_gap_ev=8.437 spin_multiplicity=1 total_charge=-1
H -2.950 0.353 0.944
H -3.051 0.687 -0.723
C -1.194 0.090 -0.138
C 2.322 -0.060 -0.205
H 2.806 0.747 -0.794
O 2.889 -0.515 0.759
H 1.348 -0.437 -0.530
N -2.483 0.657 0.107
O -0.492 -0.153 0.867
O -0.902 -0.073 -1.348



Run B
10
Properties=species:S:1:pos:R:3 method="wB97M-V/def2-TZVPD" orbital_gap_ev=8.905 spin_multiplicity=1 total_charge=-1
H 0.749 1.700 0.696
C 1.181 1.586 -0.326
H -1.752 -0.689 -0.903
H 0.042 -1.666 1.171
O 1.329 2.568 -1.064
O 1.427 0.361 -0.564
N -0.984 -0.739 -0.264
H -0.038 -0.319 -0.466
C -0.982 -1.587 0.778
O -1.905 -2.158 1.329



Short version: run B is the most stable of them.



Run A
48
Properties=species:S:1:pos:R:3 method="wB97M-V/def2-TZVPD" orbital_gap_ev=9.596 spin_multiplicity=1
H -1.078 -4.138 0.504
H 2.794 2.353 -0.555
H 0.537 -3.171 1.561
O -1.254 1.655 -2.429
O -0.723 1.077 2.928
H 0.742 2.547 0.293
H 2.819 -0.505 0.469
H -2.115 4.824 -0.506
H -1.446 3.466 -0.289
H -2.089 1.295 -2.127
H 2.264 1.411 -1.664
H -0.370 -1.781 -2.657
O -2.333 3.882 -0.538
O 2.153 -1.563 -1.004
H 0.092 -0.628 0.685
H 2.566 -1.193 -1.781
H 1.552 -3.090 0.543
H 0.466 0.554 -2.495
O 3.038 -0.234 1.363
H -3.067 -0.935 0.195
H -1.763 -1.232 -3.029
O -2.297 1.196 0.544
O 1.513 -3.287 1.473
H 0.182 1.292 2.860
H 0.177 2.785 -1.115
H 1.173 0.867 -3.859
H -2.001 1.224 1.424
H 1.364 -1.093 -0.982
H -1.457 -2.913 -0.197
O 1.858 -0.966 3.589
H -0.615 -0.884 2.492
H -0.887 1.232 3.854
H -1.611 -1.802 1.758
O -2.566 -1.705 -0.020
H -2.204 -1.377 -0.837
O 0.173 0.016 -0.054
O 2.873 2.114 -1.472
O -1.193 -1.418 -2.286
O -0.869 -3.646 -0.307
H -0.451 0.675 0.017
O -0.055 2.797 -0.166
H 1.184 -1.592 3.366
O -0.729 -1.765 2.204
H -1.447 2.160 -3.194
H 2.179 -0.773 2.721
H -2.300 2.156 0.337
H 3.978 -0.262 1.418
O 1.237 0.373 -3.036



Run B
48
Properties=species:S:1:pos:R:3 method="wB97M-V/def2-TZVPD" orbital_gap_ev=9.520 spin_multiplicity=1
O 3.327 1.145 -1.311
H 0.252 2.239 -1.347
O -0.713 1.962 1.885
H -1.531 2.941 -0.494
O -0.973 -0.090 4.080
H -2.063 2.041 0.611
H 1.567 2.651 0.287
H 3.528 -0.599 1.253
H 2.097 -0.442 1.064
H 0.404 -1.977 2.850
H 2.519 -1.780 -1.690
O -0.865 1.151 -2.705
H -2.457 -0.654 1.937
H -0.091 -2.024 1.455
H 2.546 1.925 1.179
O -2.872 -0.117 1.222
O -1.032 -2.542 -0.177
H 1.597 -1.404 -2.799
H -1.082 -2.104 -1.030
O -2.327 2.709 -0.028
O -1.191 -1.800 -3.254
H 3.629 0.349 -1.824
H -1.229 2.049 -2.919
H -0.746 -1.568 -4.064
H -1.462 -0.969 -2.895
O 2.249 -3.455 0.540
O 0.223 -1.430 2.135
H -0.255 3.698 -1.366
H -3.533 -0.751 -1.481
O -2.728 -0.224 -1.382
H 0.106 1.819 2.352
O 0.291 0.243 -0.327
H 3.147 0.690 -0.516
O 1.594 -1.706 -1.896
H 0.557 -0.531 -0.831
O 0.328 3.089 -0.957
H 1.505 -3.467 1.074
H -0.521 -0.650 3.434
H -0.629 2.838 1.572
O 2.207 2.760 1.023
H 2.112 -2.852 -0.177
H -0.818 -0.499 4.955
H -1.434 0.801 -2.006
O 2.867 0.045 1.326
H -2.699 -0.175 -0.412
H -3.811 -0.017 1.424
H -0.021 -0.007 0.558
H -1.578 -3.335 -0.339



Short version: run A is the most stable of them.